# 1
The following is a quantum chemistry calculation of a structure of composition C10H24F3LiO6S, from the OMol25 dataset.

```
45
Properties=species:S:1:pos:R:3
Li 0.4320 0.2120 -0.7352
C 4.2659 4.5091 -2.1150
F 5.5102 4.8307 -2.1695
F 3.6858 4.7837 -0.9912
F 3.6267 5.2200 -3.0432
S 4.0986 2.6163 -2.4313
O 4.5584 2.4764 -3.8431
O 5.0086 2.0133 -1.4559
O 2.6887 2.1175 -2.1553
C -4.0153 1.7796 -2.0754
C -3.3511 1.4585 -0.6658
C -4.2486 1.3622 0.5820
O -2.7695 0.1697 -0.6483
H -4.6628 2.6333 -1.8753
H -4.5003 0.8804 -2.4553
H -3.2583 2.0222 -2.8211
H -2.5432 2.1873 -0.6012
H -3.5881 1.1612 1.4255
H -4.9621 0.5388 0.5498
H -4.9391 2.1933 0.7253
H -3.5136 -0.4340 -0.5893
C 1.2976 -0.8950 4.1394
C 0.3564 0.1305 3.6448
C 0.2019 1.3167 4.5606
O 1.0429 0.6160 2.4379
H 2.0761 -0.4897 4.7857
H 1.8752 -1.3855 3.3559
H 0.7205 -1.6752 4.6357
H -0.5531 -0.4013 3.3653
H -0.4273 2.1146 4.1662
H 1.1533 1.8117 4.7550
H -0.1895 1.0105 5.5307
H 1.9573 0.7727 2.6847
C 0.8728 -3.9745 -0.4649
C 0.5936 -3.9388 -2.0201
C -0.7010 -4.5037 -2.4049
O 0.5508 -2.5707 -2.4012
H 0.4829 -3.1157 0.0816
H 1.9398 -3.9587 -0.2425
H 0.3528 -4.8420 -0.0586
H 1.4297 -4.4265 -2.5212
H -1.2623 -4.1819 -1.5277
H -0.5335 -5.5661 -2.5816
H -1.3211 -4.0389 -3.1715
H 0.5608 -2.5402 -3.3607
```

## Properties
- E_HOMO (eV) = -8.004
- molar mass (g mol⁻¹) = 336.3
- total charge = 0
- orbital gap (eV) = 7.01

# 2
The following is a quantum chemistry calculation of a structure of composition C10H24N3NdO, from the OMol25 dataset.

```
39
Properties=species:S:1:pos:R:3
Nd -0.2519 0.5026 -0.9862
C -2.8012 -0.4682 1.2581
C -3.2796 -0.6955 -0.1679
N -2.1741 -1.2993 -1.0212
C -1.7576 -2.6438 -0.5190
C -0.2377 -2.8105 -0.4139
N 0.3084 -1.6496 0.3151
C -0.0686 -1.6235 1.7425
C -0.5491 -0.2566 2.2120
N -1.5397 0.3439 1.2977
H -2.6126 -1.4190 1.7520
H -3.5765 0.0025 1.8632
H -3.5036 0.2516 -0.6678
H -4.1505 -1.3708 -0.2331
H -2.5460 -1.4736 -1.9540
H -2.2382 -3.4257 -1.1872
H -2.2088 -2.8508 0.4566
H 0.1789 -2.7914 -1.4711
H 0.0340 -3.7573 0.0237
H 1.3283 -1.6015 0.1685
H 0.7786 -1.9574 2.3542
H -0.8275 -2.4281 2.0148
H 0.3090 0.3857 2.2696
H -0.9861 -0.3775 3.2134
H -1.7703 1.2692 1.6841
C 1.5977 2.8969 -1.9798
C 2.3304 1.8953 -1.0823
C 2.0294 2.2796 0.3557
C 3.8221 1.9237 -1.3223
O 1.7477 0.6108 -1.3520
H 1.8856 3.9175 -1.7847
H 0.4889 2.8767 -1.8034
H 1.7420 2.6363 -3.0395
H 2.4235 3.2947 0.5145
H 2.5264 1.6715 1.1185
H 0.9518 2.3681 0.5358
H 4.2421 2.9484 -1.2947
H 4.0457 1.4829 -2.3085
H 4.3092 1.3421 -0.5615
```

## Properties
- E_HOMO (spin up / spin down) (eV) = -16.749 / -16.893
- molar mass (g mol⁻¹) = 346.6
- spin multiplicity = 4
- total charge = +2
- orbital gap (spin up / spin down) (eV) = 9.45 / 9.70

# 3
The following is a quantum chemistry calculation of a structure of composition C10H24N6O6PtS, from the OMol25 dataset.

```
48
Properties=species:S:1:pos:R:3
O 0.7676 2.1387 -2.2683
H 1.2659 2.6304 -2.9434
Pt -0.5434 -0.1911 -0.3097
N 1.1136 -1.2793 -0.0582
N -0.1373 -0.6400 -2.1903
N -0.5645 0.7029 1.4603
N -1.5827 1.4463 -0.6706
O 1.7283 -1.3682 1.0729
O 0.0248 0.1352 2.5514
O -2.0923 1.7063 -1.8768
O -0.7896 -0.1565 -3.1776
C 0.8571 -1.5491 -2.3635
C 1.5640 -1.8854 -1.1909
C -1.2808 1.8290 1.5864
C -1.8608 2.2530 0.3624
C 2.6650 -2.8774 -1.1139
H 2.2810 -3.9042 -1.0199
H 3.3258 -2.6732 -0.2682
H 3.2510 -2.8495 -2.0368
C 1.1056 -2.0179 -3.7477
H 1.5841 -1.2376 -4.3568
H 0.1625 -2.2921 -4.2319
H 1.7562 -2.8972 -3.7338
C -1.4717 2.4929 2.8980
C -2.7766 3.4046 0.1802
H -0.7548 2.1354 3.6390
H -2.4814 2.3278 3.2985
H -1.3469 3.5752 2.7918
H -2.9275 3.6316 -0.8803
H -2.3731 4.2898 0.6815
H -3.7563 3.1949 0.6328
H 0.7115 -0.4976 2.1461
H -1.5712 1.0710 -2.5135
C 1.6347 1.8555 -1.1523
H 2.4308 1.1557 -1.4523
H 1.0292 1.4078 -0.3325
H 2.0867 2.7852 -0.7737
O 4.0934 0.6225 1.3907
H 3.8687 1.2845 2.0638
H 3.3377 0.0015 1.4095
N -2.5948 -1.8694 2.6903
C -1.9042 -2.3955 1.6752
N -0.8525 -3.1756 1.9477
S -2.3774 -2.0748 0.0573
H -2.1935 -1.8644 3.6221
H -3.2918 -1.1677 2.4659
H -0.3613 -3.6141 1.1754
H -0.7588 -3.6001 2.8639
```

## Properties
- E_HOMO (spin up / spin down) (eV) = -5.374 / -7.246
- molar mass (g mol⁻¹) = 551.5
- energy relative to the best compared isomer or geometry (same formula, charge and spin) (kcal/mol) = 0.4
- spin multiplicity = 3
- total charge = 0
- orbital gap (spin up / spin down) (eV) = 5.14 / 6.58

# 4
The following is a quantum chemistry calculation of the molecule C10H24O3SSi, from the OMol25 dataset.

```
39
Properties=species:S:1:pos:R:3
O -1.0404 1.7887 -0.2748
O -1.1142 -0.4947 1.0187
O 1.0886 1.2405 1.1117
S 0.0372 -3.4927 -1.1170
C 0.2963 3.8200 0.1723
C -1.6586 -0.1330 3.4076
C 2.2770 -0.3713 2.5204
C -1.0973 -2.9139 -3.7514
C -0.4934 2.9611 -0.7713
C -2.0077 0.0865 1.9425
C 2.3429 0.6260 1.3399
C -0.4593 -1.0514 -2.0662
C -0.1213 -2.4523 -2.5689
C 0.6307 -0.3218 -1.2088
Si -0.1385 0.5394 0.2041
H 0.7131 -4.3798 -1.8653
H -0.3116 4.3121 0.9450
H 0.8422 4.6020 -0.3614
H 1.0323 3.3073 0.6898
H -0.7157 0.4207 3.7263
H -1.5000 -1.2395 3.4861
H -2.3844 0.0374 4.1863
H 2.0856 0.1455 3.4617
H 3.2565 -0.7880 2.6774
H 1.4289 -1.0672 2.3906
H -1.0921 -2.2925 -4.6541
H -0.9537 -4.0172 -4.0046
H -2.0575 -2.6790 -3.4092
H -1.3067 3.5587 -1.2407
H 0.1939 2.6912 -1.5980
H -2.9758 -0.4186 1.7699
H -2.1069 1.0655 1.7607
H 2.7298 0.1742 0.4356
H 3.0712 1.4312 1.4506
H -0.6712 -0.3952 -2.9236
H -1.3111 -1.2019 -1.3734
H 0.8842 -2.3748 -3.0081
H 1.3630 -1.0914 -0.8151
H 1.2440 0.3678 -1.6849
```

## Properties
- E_HOMO (eV) = -8.970
- molar mass (g mol⁻¹) = 252.5
- energy relative to the best compared isomer or geometry (same formula, charge and spin) (kcal/mol) = 0.0
- SMILES = CCO[Si](CC[C@H](C)S)(OCC)OCC
- total charge = 0
- orbital gap (eV) = 9.73

# 5
The following is a quantum chemistry calculation of a structure of composition C10H25CdN3O2S2, from the OMol25 dataset.

```
43
Properties=species:S:1:pos:R:3
Cd -0.1215 0.0754 0.1291
S 2.0751 0.7957 1.0285
S -2.0339 1.1328 -0.9809
C 2.3952 2.5915 0.9287
C 2.9295 0.1949 -0.4847
C 2.2393 0.5890 -1.7714
N 0.8568 0.0674 -1.8505
C 0.0319 0.7740 -2.8550
C -1.4495 0.5671 -2.6316
H 2.9767 -0.8865 -0.3699
H 3.9529 0.5646 -0.4754
H 2.8383 0.2537 -2.6222
H 2.1829 1.6727 -1.8381
H 0.2920 0.4646 -3.8707
H 0.2666 1.8329 -2.7828
H -1.7203 -0.4860 -2.6784
H -2.0243 1.0831 -3.3982
C -1.8892 2.9474 -1.1546
H 0.9066 -0.9111 -2.1176
H -0.8671 3.2552 -1.3471
H -2.2154 3.3714 -0.2107
H -2.5471 3.2930 -1.9461
H 1.9229 3.0349 1.7990
H 1.9688 3.0302 0.0330
H 3.4641 2.7772 0.9717
C 0.2842 -5.3998 -1.3376
C -0.2837 -5.4060 -0.1420
H 1.3581 -5.4588 -1.4604
H -0.2996 -5.3355 -2.2470
H 0.3001 -5.4702 0.7675
H -1.3577 -5.3470 -0.0191
C -1.9816 1.0157 4.5248
O -1.4703 1.5252 3.3507
C -1.0538 0.7953 2.2818
O -0.5754 1.4158 1.3210
N -1.1550 -0.6056 2.2730
N -0.7326 -1.4080 1.1932
H -2.9124 0.4439 4.3239
H -2.2235 1.8557 5.2077
H -1.2289 0.3652 5.0192
H -1.5574 -1.0870 3.0899
H 0.0157 -2.0552 1.5296
H -1.5578 -1.9289 0.8199
```

## Properties
- E_HOMO (eV) = -15.151
- molar mass (g mol⁻¹) = 395.9
- energy relative to the best compared isomer or geometry (same formula, charge and spin) (kcal/mol) = 47.9
- total charge = +2
- orbital gap (eV) = 9.10

# 6
The following is a quantum chemistry calculation of a cluster of 4 separate species, C10H25F6N3O7S2 in total, from the OMol25 dataset.

```
53
Properties=species:S:1:pos:R:3
O 0.7335 0.2081 0.1653
H 1.0903 -0.0904 -0.6744
H 1.0615 -0.3616 0.8650
H -0.2234 0.2660 0.2159
C -1.0301 -2.8547 2.8189
F -0.9982 -3.3463 4.0397
F -1.9478 -3.5112 2.1667
F -1.3025 -1.5350 2.8326
S 0.8031 -3.0488 2.1437
O 1.4609 -4.0275 2.9591
O 0.6054 -3.5438 0.7708
N 1.4174 -1.4773 2.0774
S 2.1534 -1.4192 3.4544
O 1.2400 -1.5215 4.5740
O 3.4830 -2.0197 3.5590
C 2.5455 0.5200 3.4074
F 2.8391 0.9335 4.6040
F 3.7219 0.6645 2.7345
F 1.5808 1.3027 2.8851
C 3.6616 0.3254 -3.5500
C 2.5613 0.8356 -2.6584
C 1.6356 1.7336 -3.5202
O 0.4360 2.2478 -2.7763
C 0.6916 3.5163 -2.0808
N 1.8742 -0.3863 -2.1890
H 3.3431 -0.3165 -4.3714
H 4.4076 -0.3240 -3.0918
H 4.2437 1.1151 -4.0250
H 3.0393 1.5150 -1.9527
H 1.2693 1.3220 -4.4607
H 2.3673 2.4912 -3.8010
H 0.9066 4.3777 -2.7132
H 1.6099 3.4567 -1.4966
H -0.1825 3.6376 -1.4410
H 1.6320 -0.8902 -3.0301
H 2.5407 -0.9760 -1.7112
C -2.6328 1.2599 -0.9321
C -2.7819 1.0044 0.6401
C -3.3466 -0.3927 0.7844
O -4.6319 -0.5236 0.2250
C -5.0403 -1.8931 -0.1261
N -1.4518 1.1506 1.1792
H -3.5254 1.2072 -1.5554
H -1.9076 0.5791 -1.3779
H -2.1188 2.2074 -1.0935
H -3.5546 1.7343 0.8815
H -3.2805 -0.5939 1.8536
H -2.6422 -1.1198 0.3803
H -4.3516 -2.2500 -0.8918
H -6.0475 -1.7178 -0.5041
H -5.0634 -2.6709 0.6371
H -1.2585 2.1257 1.0006
H -1.6356 1.0748 2.1694
```

## Properties
- E_HOMO (spin up / spin down) (eV) = -12.437 / -12.420
- molar mass (g mol⁻¹) = 477.4
- energy relative to the best compared isomer or geometry (same formula, charge and spin) (kcal/mol) = 25.7
- spin multiplicity = 2
- total charge = +1
- orbital gap (spin up / spin down) (eV) = 9.50 / 2.52

# 7
The following is a quantum chemistry calculation of a cluster of 6 separate species, C10H25IN5O5 in total, from the OMol25 dataset.

```
46
Properties=species:S:1:pos:R:3
I -40.3394 1.7786 4.6582
O -41.6950 2.2754 12.1417
C -42.3040 3.3634 12.2237
N -42.4360 4.1677 11.1945
C -42.7281 3.8632 13.5948
H -42.0275 3.9140 10.3063
H -43.0809 4.9448 11.1750
H -41.8634 4.0890 14.2189
H -43.4664 3.1912 14.0322
H -43.1568 4.8464 13.4012
O -39.7820 0.4382 -4.4059
C -39.3340 0.6309 -3.2840
N -40.1533 0.5462 -2.2604
C -37.9383 1.1682 -3.0558
H -41.0684 0.1616 -2.4468
H -39.8593 0.6823 -1.3038
H -37.3870 0.9200 -2.1489
H -38.0043 2.2520 -3.1505
H -37.2896 0.8062 -3.8535
O -40.0984 -5.6712 3.8054
C -40.2145 -5.9954 2.6235
N -39.9524 -5.0432 1.7122
C -40.4602 -7.4442 2.1033
H -39.9744 -4.0944 2.0577
H -40.1558 -5.2538 0.7456
H -39.9049 -7.6838 1.1965
H -41.4780 -7.4603 1.7136
H -40.2721 -8.2202 2.8454
O -39.6547 10.2385 2.4197
C -39.2196 9.1088 2.6697
N -40.0732 8.1024 2.4806
C -37.9096 8.8915 3.3861
H -39.7818 7.1378 2.5493
H -40.9278 8.3617 2.0090
H -37.0521 9.2946 2.8473
H -37.7499 7.8164 3.4689
H -37.9361 9.3454 4.3767
O -33.9715 -2.8738 5.0281
C -33.2696 -2.4448 4.1088
N -33.6823 -1.4852 3.3276
C -31.9791 -3.1414 3.8218
H -33.3042 -1.3997 2.3950
H -34.5554 -1.0156 3.5207
H -31.6765 -3.0120 2.7827
H -32.0998 -4.2094 4.0034
H -31.2108 -2.8679 4.5450
```

## Properties
- E_HOMO (eV) = -3.593
- molar mass (g mol⁻¹) = 422.2
- total charge = -1
- orbital gap (eV) = 5.78

# 8
The following is a quantum chemistry calculation of a cluster of 2 separate species, C10H25N2O3S in total, from the OMol25 dataset.

```
41
Properties=species:S:1:pos:R:3
C -0.2107 3.6620 -0.1244
O -0.7447 4.9526 0.1789
C -1.6403 5.4144 -0.7396
O -1.3296 6.0138 -1.7360
N -2.9716 5.2483 -0.3694
S -3.3940 4.1045 0.8715
H -0.9802 3.0120 -0.5591
H 0.1413 3.2486 0.8247
H 0.6278 3.7548 -0.8232
H -3.5636 5.2053 -1.1889
H -4.2500 3.3831 0.1355
C 2.1689 -1.5466 -1.6795
C 1.4222 -2.4393 -0.7099
N 1.3571 -1.9500 0.7222
C 2.7342 -2.1034 1.3128
C 0.4746 -2.8797 1.5318
C -1.0129 -2.8963 1.2352
C 1.0182 -0.4834 0.8779
C -0.2795 0.1060 0.3446
O -0.3630 0.1536 -1.0575
C -1.4274 -0.5627 -1.6649
H 3.2323 -1.4814 -1.4502
H 2.0810 -1.9893 -2.6708
H 1.7498 -0.5463 -1.7366
H 1.9136 -3.4106 -0.6510
H 0.4025 -2.6193 -1.0364
H 3.0258 -3.1474 1.2458
H 2.7054 -1.7913 2.3528
H 3.4302 -1.4814 0.7601
H 0.6464 -2.6242 2.5767
H 0.8931 -3.8698 1.3545
H -1.5323 -2.0405 1.6551
H -1.4289 -3.7766 1.7245
H -1.2457 -2.9768 0.1752
H 1.8464 0.0538 0.4201
H 1.0553 -0.2988 1.9526
H -0.2447 1.1428 0.6920
H -1.1781 -0.3189 0.7877
H -2.3128 -0.5836 -1.0258
H -1.1378 -1.5882 -1.9184
H -1.6780 -0.0497 -2.5903
```

## Properties
- E_HOMO (eV) = -11.137
- molar mass (g mol⁻¹) = 253.4
- energy relative to the best compared isomer or geometry (same formula, charge and spin) (kcal/mol) = 38.1
- total charge = +1
- orbital gap (eV) = 8.58

Question: What is the total charge in the first record?
Answer: 0

Question: What is the formula in the eighth record?
Answer: C10H25N2O3S